C51H37N15SScSe | the ωB97M-V functional and the def2-TZVPD basis

Last column: Löwdin charge in e.
Geometry (Å):
Sc  0.645540  0.368874  0.317054  1.06
C  -0.769259  4.972238  5.072529  -0.06
C  -1.205014  3.878487  5.818745  -0.07
C  -1.087530  2.579061  5.349990  0.00
C  -0.505999  2.393709  4.105321  -0.09
C  -0.174275  1.214797  3.316385  -0.27
N  -0.376877  -0.012835  3.747760  0.20
C  0.039869  -1.086970  3.111676  -0.36
C  -0.055024  -2.425074  3.675000  -0.11
C  -0.587677  -2.927676  4.850024  0.01
C  -0.459455  -4.287199  5.085969  -0.06
C  0.176480  -5.125232  4.172441  -0.06
C  0.710228  -4.633850  2.992076  0.00
C  0.587459  -3.275887  2.759318  -0.11
C  1.066662  -2.426607  1.686413  -0.30
N  1.795312  -2.888219  0.696226  0.23
C  2.387235  -2.124451  -0.197577  -0.29
N  2.458036  -0.765562  -0.223114  0.07
C  3.269324  -0.398530  -1.256214  -0.28
N  3.671989  0.826294  -1.535495  0.22
C  3.237211  1.893118  -0.889112  -0.31
N  2.200374  1.945178  0.002624  0.07
C  2.068103  3.233880  0.418227  -0.28
N  1.281129  3.709567  1.360810  0.22
C  0.589016  2.952114  2.181377  -0.31
N  0.441211  1.592688  2.156016  0.07
C  -0.043198  3.497557  3.366804  -0.12
C  -0.178241  4.794034  3.833748  0.00
C  3.020682  4.079075  -0.267992  -0.11
C  3.272659  5.438185  -0.192166  0.00
C  4.314929  5.941533  -0.948410  -0.06
C  5.055070  5.108906  -1.786111  -0.07
C  4.794328  3.750546  -1.882176  -0.01
C  3.776819  3.229394  -1.095925  -0.12
C  3.666941  -1.579400  -2.011262  -0.10
C  4.358241  -1.784047  -3.195003  -0.02
C  4.450886  -3.080647  -3.677082  -0.07
C  3.896543  -4.158642  -2.988423  -0.07
C  3.219020  -3.971148  -1.796945  0.00
C  3.104092  -2.673730  -1.328326  -0.10
N  0.678642  -1.136723  1.902421  0.05
H  -0.890647  5.970943  5.468499  0.11
H  -1.624648  4.056197  6.797078  0.11
H  -1.423912  1.736302  5.933274  0.12
H  -1.071884  -2.275158  5.556841  0.12
H  -0.853583  -4.703353  6.002281  0.11
H  0.259146  -6.175528  4.402854  0.11
H  1.208778  -5.264559  2.272350  0.12
H  0.183320  5.619032  3.242143  0.11
H  2.667914  6.058379  0.447688  0.11
H  4.560969  6.991853  -0.889231  0.11
H  5.858433  5.543335  -2.361458  0.11
H  5.368210  3.119134  -2.541527  0.11
H  4.818896  -0.962850  -3.719881  0.11
H  4.956859  -3.261605  -4.614437  0.10
H  3.988147  -5.149608  -3.406048  0.11
H  2.772062  -4.783755  -1.245627  0.12
N  0.439309  -2.145986  -3.577860  0.21
C  -0.110174  -3.186502  -2.871442  -0.18
C  -0.418009  -4.489231  -3.234269  -0.01
C  -0.947791  -5.300693  -2.253447  -0.07
C  -1.161612  -4.823106  -0.958024  -0.07
C  -0.884021  -3.521123  -0.602316  -0.07
C  -0.356078  -2.676592  -1.576743  -0.22
N  0.030234  -1.351323  -1.528348  0.13
C  0.511628  -1.083049  -2.730942  -0.29
C  1.008412  0.215759  -3.116623  -0.34
C  1.740705  0.522481  -4.234766  -0.32
S  2.134207  2.186290  -4.249338  1.10
C  1.266894  2.367944  -2.775829  -0.43
N  0.750927  1.283005  -2.300785  0.02
H  0.777176  -2.186229  -4.525326  0.17
H  -0.224924  -4.850803  -4.231420  0.11
H  -1.192373  -6.325540  -2.485494  0.11
H  -1.547979  -5.499527  -0.211826  0.11
H  -1.051223  -3.169252  0.401319  0.04
H  2.094549  -0.130684  -5.006114  0.08
H  1.177105  3.333090  -2.312016  0.10
C  -2.263098  0.733158  -2.692692  0.00
C  -2.251779  1.628129  -1.510733  -0.39
N  -1.505742  1.552586  -0.422079  0.04
C  -1.938085  2.578961  0.382198  -0.14
C  -2.921829  3.282080  -0.235673  -0.07
N  -3.114577  2.666133  -1.436991  0.12
H  -1.742684  1.195251  -3.531482  0.09
H  -3.285901  0.532347  -3.004650  0.08
H  -1.772054  -0.196976  -2.440039  0.05
H  -1.556455  2.754851  1.364984  0.08
H  -3.466521  4.150274  0.067611  0.12
H  -3.766541  2.948445  -2.153048  0.17
C  -4.734028  1.193094  2.024827  -0.04
N  -4.820162  0.463284  0.789690  -0.12
C  -5.797244  0.565176  -0.163324  -0.05
C  -5.572400  -0.398549  -1.086384  -0.05
N  -4.460590  -1.096561  -0.694126  -0.12
C  -3.947497  -2.289297  -1.302780  -0.02
C  -3.989866  -0.548978  0.450717  -0.68
Se  -2.452294  -1.004188  1.325230  0.83
H  -5.235043  2.152609  1.927404  0.10
H  -3.684246  1.343260  2.279327  0.05
H  -5.198641  0.628621  2.836046  0.10
H  -6.577414  1.295651  -0.113027  0.12
H  -6.115824  -0.642101  -1.975154  0.12
H  -4.770355  -2.902944  -1.664330  0.10
H  -3.383143  -2.847336  -0.554559  0.05
H  -3.282490  -2.061472  -2.137769  0.09

Cartesian forces (eV/Å) of the 3 atoms listed first:
Sc -0.30 0.23 -0.50
C 0.07 0.10 -0.24
C -0.04 -0.21 0.14

Values from the calculation:
2S+1 = 1
HOMO energy (spin up / spin down) = -8.3 / -8.3 eV
Charge = +1
Calculated total energy = -172725.1299 eV
E_LUMO (spin up / spin down) = -3.5004 / -3.5006 eV

C51H39IN3O16 | the ωB97M-V functional and the def2-TZVPD basis

Last column: Löwdin charge in e.
Geometry (Å):
I  1.732429  -8.695565  -1.593018  0.96
N  2.058935  -7.946837  -3.485144  -0.37
C  2.019134  -6.624268  -3.614840  -0.49
N  0.809603  -5.899812  -3.299697  0.05
C  1.428517  -4.671806  -2.713237  -0.13
C  2.484566  -4.378719  -3.791898  -0.10
N  3.006064  -5.783161  -3.980938  0.14
H  2.246705  -8.597309  -4.236386  0.09
H  0.483174  -5.700569  -4.259115  0.15
H  2.034894  -5.113706  -1.902174  0.12
H  0.760259  -3.879904  -2.374610  0.14
H  1.990266  -4.180422  -4.762275  0.10
H  3.248899  -3.642466  -3.529460  0.14
H  3.894060  -5.934575  -3.502423  0.17
C  2.236367  0.841832  -5.412644  0.03
C  1.909684  -0.434455  -5.212034  0.01
C  2.154665  -1.459760  -6.248077  -0.36
O  1.847300  -2.627262  -6.067709  0.05
C  2.785413  -1.024941  -7.515994  0.02
C  3.116045  0.247937  -7.719526  0.03
C  2.864388  1.279124  -6.681409  -0.37
O  3.164637  2.440471  -6.865165  0.12
H  2.052661  1.622189  -4.664572  0.08
H  1.448282  -0.774643  -4.296928  0.10
H  2.956754  -1.793972  -8.258833  0.12
H  3.575716  0.588022  -8.639069  0.13
C  -3.392949  -6.424420  1.187450  0.02
C  -3.683738  -7.719250  1.293941  0.03
C  -3.316454  -8.681488  0.228449  -0.38
O  -3.578240  -9.861654  0.319749  0.11
C  -2.611079  -8.145377  -0.962597  0.01
C  -2.320683  -6.851415  -1.069612  0.00
C  -2.688310  -5.890911  -0.001418  -0.38
O  -2.416414  -4.710865  -0.103140  0.10
H  -3.654638  -5.713565  1.954135  0.09
H  -4.196871  -8.125207  2.156395  0.12
H  -2.349996  -8.862308  -1.731545  0.12
H  -1.806566  -6.442635  -1.931523  0.10
C  3.049276  4.530351  -3.596121  0.04
C  3.690082  5.587502  -3.102085  0.04
C  3.776896  5.818296  -1.640054  -0.36
O  4.358148  6.780907  -1.188839  0.11
C  3.125322  4.827072  -0.748061  0.04
C  2.485378  3.770401  -1.242930  0.03
C  2.400804  3.543740  -2.703054  -0.36
O  1.815569  2.577955  -3.159530  0.06
H  2.972535  4.341671  -4.660985  0.12
H  4.172548  6.320861  -3.735483  0.13
H  3.200714  5.013349  0.315853  0.13
H  2.002279  3.035986  -0.610614  0.12
C  -2.854590  -0.373882  -5.560223  0.02
C  -3.710376  0.444843  -6.168167  0.03
C  -3.455804  1.907701  -6.241670  -0.37
O  -4.236673  2.651538  -6.793524  0.12
C  -2.211589  2.422935  -5.616015  0.03
C  -1.361640  1.599334  -5.009408  0.02
C  -1.616859  0.144621  -4.934322  -0.37
O  -0.824216  -0.588289  -4.373116  0.07
H  -3.020498  -1.441807  -5.493023  0.12
H  -4.622162  0.090099  -6.631948  0.12
H  -2.043191  3.482738  -5.683437  0.10
H  -0.449646  1.953094  -4.546577  0.10
C  5.876661  8.309237  1.266913  0.02
C  5.171287  8.920457  2.216658  0.02
C  5.830733  9.520497  3.400781  -0.39
O  5.187848  10.075083  4.266781  0.11
C  7.307654  9.416020  3.487431  0.02
C  8.014186  8.805238  2.539060  0.02
C  7.353416  8.204998  1.354913  -0.38
O  7.997366  7.648962  0.489782  0.10
H  5.412273  7.865031  0.396233  0.08
H  4.092993  9.008066  2.171266  0.12
H  7.770453  9.861053  4.359058  0.12
H  9.092356  8.718128  2.584995  0.12
C  -5.559150  -3.226964  5.643144  0.03
C  -5.365785  -4.196282  4.752092  0.03
C  -4.137509  -5.024923  4.774276  -0.36
O  -3.960569  -5.909813  3.957298  0.07
C  -3.133292  -4.738563  5.823628  0.03
C  -3.324037  -3.769454  6.716043  0.04
C  -4.552921  -2.939479  6.693882  -0.37
O  -4.723670  -2.059218  7.509235  0.11
H  -6.448292  -2.609392  5.644907  0.13
H  -6.087284  -4.423498  3.977376  0.12
H  -2.244960  -5.357205  5.821642  0.12
H  -2.603039  -3.542220  7.493374  0.11
C  -4.105801  -2.390286  10.816312  0.02
C  -4.881647  -1.934076  11.796609  0.03
C  -4.307327  -1.516117  13.098127  -0.39
O  -5.011158  -1.102101  13.993597  0.11
C  -2.836585  -1.624768  13.263537  0.02
C  -2.062247  -2.081320  12.281870  0.02
C  -2.638269  -2.498627  10.982163  -0.38
O  -1.933144  -2.914988  10.083554  0.09
H  -4.501393  -2.700416  9.858537  0.10
H  -5.955648  -1.846772  11.693441  0.12
H  -2.436516  -1.314222  14.220268  0.12
H  -0.987989  -2.168749  12.383685  0.12
C  -1.618976  4.157723  -2.256903  0.03
C  -1.886974  4.726731  -1.083786  0.03
C  -1.485630  6.126349  -0.797942  -0.38
O  -1.726546  6.642759  0.270450  0.12
C  -0.776595  6.867343  -1.869781  0.03
C  -0.509402  6.297220  -3.042867  0.02
C  -0.910505  4.899758  -3.326302  -0.37
O  -0.664347  4.379602  -4.398042  0.07
H  -1.902385  3.137776  -2.483566  0.12
H  -2.403925  4.202640  -0.289944  0.13
H  -0.492754  7.887106  -1.642692  0.13
H  0.007680  6.820537  -3.837448  0.13

Cartesian forces (eV/Å) of the 3 atoms listed first:
I -0.28 0.06 -0.51
N -0.11 -0.39 0.15
C -0.71 1.43 -0.29

Values from the calculation:
2S+1 = 1
HOMO energy = -11.1 eV
Charge = +1
Calculated total energy = -98832.8072 eV
E_LUMO = -4.9856 eV